DFT (wB97M-V/def2-TZVPD) results for C47H40Br2CaN7O2S3 as an isolated structure.

As for the net charge: +1. The lowest unoccupied orbital energy is -2.144 eV. The calculation puts the HOMO energy at -8.656 eV.

Last column: Löwdin charge in e.
CARTESIAN COORDINATES (ANGSTROEM)
S: 17.98289 9.95938 14.42730  0.826
H: 18.61722 7.15362 13.95942  0.096
H: 17.75889 9.71091 17.27802  0.106
C: 19.62683 8.56032 9.52733  -0.072
C: 18.74288 6.25219 15.87441  -0.049
H: 13.70159 7.40138 17.60969  0.129
H: 13.99430 13.24193 11.22379  0.071
N: 13.78198 11.00272 6.93436  0.190
N: 16.87868 9.60612 10.78467  -0.372
C: 14.68933 9.01245 14.82788  -0.280
H: 10.78847 14.35000 9.69294  0.115
H: 12.93737 12.27601 14.55327  0.110
H: 13.24964 14.21564 18.35464  0.108
C: 13.64191 13.50511 17.64737  -0.058
C: 18.59032 6.38028 17.24077  -0.042
N: 14.87695 11.07717 13.01071  -0.430
N: 18.11692 9.32208 13.07601  -0.365
C: 14.10653 6.49799 15.67217  -0.058
C: 18.21469 7.63396 17.73656  -0.055
Ca: 14.49034 10.28285 10.96697  1.305
H: 18.33567 12.82882 14.81694  0.104
H: 14.62029 5.88575 13.66144  0.116
C: 21.91246 7.76019 9.58973  -0.063
C: 18.77622 11.46580 11.63933  -0.350
H: 8.29756 8.20307 10.82050  0.095
C: 18.11524 13.74538 12.03058  -0.047
H: 12.93035 11.07565 7.45687  0.104
H: 13.85584 5.51348 16.05934  0.113
C: 12.14035 12.81422 10.31175  -0.352
C: 20.08111 11.80090 11.49900  -0.050
H: 20.24164 14.08118 15.61327  0.111
C: 14.22122 8.81581 16.10296  -0.082
Br: 10.72072 6.54488 11.17940  0.706
C: 13.42440 12.42882 15.51290  -0.054
H: 16.78177 12.05175 12.01003  0.062
H: 20.69828 7.81698 7.79962  0.120
O: 14.81192 11.24836 8.94993  -0.152
H: 20.82155 8.51984 12.70378  0.082
C: 14.86388 10.88531 7.75769  -0.625
C: 17.78899 12.40462 11.85039  -0.082
C: 18.19793 8.52327 15.53792  -0.283
C: 10.42387 8.41178 10.80738  -0.569
H: 12.89278 14.68452 11.05608  0.100
H: 15.21866 8.12891 12.86026  0.095
C: 14.81422 8.01655 13.85582  -0.044
C: 14.63378 11.74963 15.71256  -0.313
H: 20.80360 11.04053 11.31078  0.101
H: 22.44844 12.96295 16.01640  0.114
Br: 7.07056 10.72522 10.01647  0.783
C: 15.34618 12.01935 16.87562  -0.096
H: 15.53604 13.16128 18.63624  0.111
C: 11.25296 10.65629 10.35234  -0.151
O: 12.76933 8.98359 10.85714  -0.301
C: 20.41984 13.16666 11.52503  -0.047
C: 21.88356 7.91708 10.99306  -0.058
H: 19.00714 5.34611 15.36809  0.108
C: 13.99255 7.55190 16.55115  -0.077
C: 19.44811 14.12703 11.79872  -0.064
S: 18.17095 9.81482 11.49033  0.767
C: 19.26219 12.33086 15.02137  -0.054
H: 18.83335 5.57127 17.91654  0.115
C: 14.51574 6.72831 14.34758  -0.041
H: 13.71737 10.42050 6.11794  0.110
N: 16.80194 10.79105 14.83804  -0.369
H: 20.73251 9.24640 14.90535  0.114
H: 16.18078 10.32583 6.24347  0.115
C: 19.38128 10.96104 14.82730  -0.300
C: 11.53449 9.28458 10.63178  -0.431
C: 20.75416 8.41968 11.64197  -0.077
H: 22.74065 7.66003 11.58408  0.103
H: 16.83412 10.40127 7.85684  0.112
C: 8.84775 10.17750 10.26411  -0.655
H: 21.42845 13.52435 11.40949  0.107
N: 12.31963 11.53384 10.49846  0.083
H: 14.08684 9.69989 16.72896  0.111
H: 18.68412 8.77136 8.96262  0.106
C: 14.88660 12.90384 17.81530  -0.065
H: 22.79336 7.31171 9.08717  0.123
C: 10.87662 13.28163 9.85490  -0.014
H: 17.39500 14.50924 12.26770  0.111
C: 9.95034 11.09459 10.13695  -0.195
S: 15.21693 10.70197 14.35722  0.772
C: 18.44490 7.30029 14.99182  -0.067
H: 16.33216 11.59076 17.02066  0.092
C: 9.10782 8.90339 10.65338  -0.186
C: 19.65018 8.85822 10.89462  -0.282
C: 20.39267 13.03038 15.44556  -0.046
H: 18.17512 7.75692 18.77473  0.095
H: 22.69292 10.52347 15.49530  0.117
H: 13.71493 14.03911 9.63212  0.083
H: 8.81264 12.78314 9.46353  0.088
C: 12.90891 13.28363 16.49119  -0.055
C: 20.75287 8.01611 8.88684  -0.076
C: 17.98027 8.72085 16.91635  -0.037
H: 19.80157 15.17544 11.88014  0.121
C: 21.74918 11.04301 15.35638  -0.051
C: 21.60953 12.38461 15.64755  -0.058
C: 20.60214 10.32578 15.01564  -0.064
N: 16.03092 10.49933 7.22565  0.185
C: 13.24870 13.74710 10.56444  -0.033
H: 11.92392 13.69192 16.26482  0.116
C: 9.81634 12.44361 9.74988  -0.025

DFT (wB97M-V/def2-TZVPD) results for C47H40Cl2N3O14SSiTi as an isolated structure.

As for the net charge: -2. The spin multiplicity is 2. The lowest unoccupied orbital energy (alpha / beta) is 3.550 / 3.550 eV. As for the expectation value of S²: 0.7821. The calculation puts the HOMO energy (alpha / beta) at -1.021 / -2.590 eV.

Last column: Löwdin charge in e.
CARTESIAN COORDINATES (ANGSTROEM)
N: 1.77388 -1.05951 5.23784  -0.132
C: 5.38166 3.36110 -2.88769  -0.128
H: -2.44369 1.97186 -6.22719  0.088
C: -3.29422 0.79823 1.93515  0.003
H: 0.28621 3.71917 7.27335  0.114
H: 1.46922 1.54498 7.09236  0.117
H: -6.08416 2.72105 1.81546  0.096
C: -0.26291 0.51495 6.36588  -0.285
H: -2.02951 0.20450 -4.56139  0.087
C: -1.60001 2.93573 6.61180  -0.274
H: -1.82819 5.03210 6.18481  0.082
O: 1.22076 -1.20175 7.59240  -0.316
C: 5.28372 2.01888 -2.59179  -0.049
Ti: 1.30850 0.31857 -0.66560  0.969
H: -4.36706 -1.09288 -1.58983  0.090
H: 2.32167 4.35452 -1.77017  0.117
C: -5.98658 0.64763 1.27463  -0.092
H: -0.24564 -3.52729 -2.80712  0.102
H: 2.69183 -2.52066 -2.36363  0.093
O: -2.59095 -5.69517 2.11120  0.071
C: -3.17491 -2.84397 1.50436  -0.578
H: 0.61097 -0.69740 3.50486  0.119
H: -3.22125 -5.12237 2.55777  0.023
H: -2.34217 4.56138 7.80903  0.078
H: -7.02886 0.58631 0.98278  0.098
C: 0.88572 2.40442 -5.79452  -0.097
O: 0.95498 -1.50505 -0.03077  -0.166
H: 2.16060 -1.48138 3.22447  0.128
O: 3.42182 1.02779 1.38213  0.044
C: -2.32346 4.24763 6.76275  -0.054
H: 5.35776 -0.97680 -2.90295  0.082
H: 2.60536 -0.68263 5.67999  0.101
C: 4.13329 1.48050 -1.97491  -0.106
C: -1.14883 -2.98190 -2.54505  -0.086
C: -1.75084 -4.97387 1.31358  -0.473
C: 2.31326 0.65096 3.45671  -0.091
C: -5.18097 -0.47314 1.13870  -0.071
H: -3.34909 4.16488 6.40200  0.072
H: 3.35456 0.64969 3.78473  0.109
C: 1.93800 -3.01020 -6.11258  -0.109
H: 3.56188 -4.42474 -6.10870  0.084
O: -0.89491 -5.54548 0.71471  0.137
C: -1.20239 0.81975 -4.90231  -0.102
H: 4.04009 -4.11457 -3.69950  0.093
H: 6.09487 -0.48136 -1.36301  0.078
O: -0.31441 2.79351 -2.50968  -0.301
C: 1.66434 -0.69540 3.79281  -0.180
C: 0.42441 1.63480 6.81584  -0.059
C: 2.33225 0.86716 1.92795  -0.619
C: -2.00016 -3.51120 1.26711  -0.073
O: -2.26595 2.76920 -1.21172  -0.337
C: 2.48490 -2.64942 -3.42348  -0.099
C: -1.07446 -2.47430 0.95407  -0.091
H: -2.37459 0.15708 -2.27198  0.088
C: -3.46358 -1.63150 -1.86465  -0.102
H: 1.71400 -3.15288 -7.16527  0.087
H: -3.66416 2.85885 2.34729  0.109
O: 2.96956 -0.38458 -1.04312  -0.182
H: 6.27515 3.74866 -3.36369  0.083
Si: 0.48053 -0.60852 -2.94391  0.818
C: 4.32356 4.22100 -2.57944  -0.113
C: -3.43940 -3.01969 -1.80127  -0.122
C: -1.60036 0.59374 6.02750  -0.042
O: 1.04358 -3.50561 0.93150  0.078
H: -2.23297 -4.77356 -2.05687  0.099
C: -1.43853 1.81154 -5.85016  -0.104
C: -4.10489 1.91675 2.04272  -0.070
H: -2.10536 -0.30429 5.68747  0.114
O: -0.59127 1.19254 -0.75538  -0.464
H: -0.57868 3.39545 -7.02408  0.083
C: 4.03690 0.11258 -1.59701  -0.337
O: 1.92319 1.89905 -1.18798  -0.193
C: -0.39535 2.61099 -6.29792  -0.119
O: -0.42634 -2.01837 5.93639  -0.292
C: -0.24539 2.83833 6.92851  -0.040
H: -5.59019 -1.38025 0.71956  0.069
C: 2.97214 -3.72989 -5.52018  -0.125
H: -3.31458 1.87621 5.89821  0.111
O: 1.17676 0.85985 1.34739  -0.114
C: 3.04584 2.36606 -1.70330  -0.274
C: -2.26507 1.80471 6.16022  -0.033
H: -2.22879 0.85727 2.12525  0.120
C: -2.27288 -3.69323 -2.13884  -0.098
H: 2.11140 1.28439 -4.44378  0.105
H: 1.70638 3.03128 -6.12841  0.093
N: -2.96024 -1.52199 1.34018  -0.054
C: -3.83866 -0.39627 1.49248  -0.177
C: 0.07044 0.60754 -4.37093  -0.298
H: 0.39808 -1.54427 -5.83887  0.098
Cl: -0.83262 2.59715 -1.19346  0.702
H: 1.77702 1.46155 3.95927  0.111
C: 5.17167 -0.84301 -1.83000  -0.028
C: 1.10789 1.41799 -4.84517  -0.108
C: -1.14471 -1.58498 -2.62079  -0.250
C: 3.17056 3.72127 -1.99998  -0.003
C: 0.41955 -2.51878 0.59711  -0.512
C: 1.45528 -1.89810 -4.00395  -0.262
C: -5.45357 1.84216 1.73199  -0.099
H: 6.10215 1.35079 -2.83652  0.094
Cl: -4.71663 -3.46717 1.94606  0.791
H: 4.39593 5.27943 -2.80545  0.085
O: -0.22816 3.51246 -0.26847  -0.311
C: 1.19643 -2.10524 -5.36189  -0.094
H: -4.31522 -3.56937 -1.47208  0.089
H: 4.90643 -1.80555 -1.39486  0.081
S: 0.55353 -1.04898 6.32431  0.606
C: -2.33238 -0.92651 -2.25882  -0.107
C: 3.23993 -3.55060 -4.16914  -0.103
N: -1.66025 -1.30228 1.03656  0.208

| no. | F_max (eV Å⁻¹) | electronic energy (eV) |
| --- | --- | --- |
| 1 | 2.69 | -254935.5818 |
| 2 | 2.28 | -149396.5369 |